Computed, not measured: a structure of composition C66H153O40P7S6 in a non-equilibrium geometry, with ωB97M-V with the def2-TZVPD basis set.

- Gap between HOMO and LUMO: 5.912 eV
- E_LUMO: -0.05 eV
- HOMO level: -5.958 eV
- Total energy: -10390.70687 hartree

Last column: Mulliken charge in e.
Cartesian coordinates (Å):
C (-1.85, -3.92, 1.12)  -0.19
C (-2.34, -3.60, -0.34)  0.80
C (-2.78, -4.91, -0.90)  -1.68
S (-3.80, -5.70, 0.41)  1.31
O (-3.43, -7.10, 0.46)  -0.74
O (-5.26, -5.34, 0.31)  -0.70
C (-2.96, -4.75, 1.78)  -0.91
H (-1.66, -3.05, 1.74)  0.36
H (-0.89, -4.43, 1.20)  0.97
H (-1.54, -3.12, -0.89)  0.22
H (-3.17, -2.89, -0.23)  -0.05
H (-1.87, -5.49, -1.08)  0.47
H (-3.27, -4.95, -1.87)  1.14
H (-2.60, -5.59, 2.37)  0.89
H (-3.76, -4.20, 2.29)  0.35
C (-3.15, -1.41, 1.77)  1.99
C (-4.47, -2.15, 1.92)  -1.84
C (-5.58, -1.15, 1.74)  -1.61
S (-5.03, 0.01, 0.49)  1.32
O (-4.85, 1.35, 1.06)  -0.73
O (-5.70, -0.20, -0.85)  -0.88
C (-3.31, -0.63, 0.46)  -0.45
H (-2.32, -2.11, 1.73)  -0.20
H (-3.00, -0.78, 2.65)  -0.47
H (-4.43, -2.73, 2.84)  0.81
H (-4.63, -2.91, 1.16)  0.17
H (-6.00, -0.70, 2.63)  0.61
H (-6.46, -1.69, 1.38)  0.84
H (-2.68, 0.22, 0.22)  1.18
H (-3.19, -1.28, -0.41)  0.18
C (-4.19, 1.63, -1.30)  0.54
C (-5.58, 2.14, -0.91)  -0.71
C (-6.11, 2.93, -2.11)  -1.43
S (-4.71, 4.18, -2.41)  1.17
O (-4.70, 5.20, -1.36)  -0.64
O (-4.79, 4.53, -3.86)  -0.87
C (-3.38, 2.89, -1.91)  2.19
H (-4.23, 0.85, -2.06)  -0.15
H (-3.60, 1.18, -0.50)  -1.43
H (-5.68, 2.80, -0.05)  0.60
H (-6.21, 1.30, -0.61)  1.06
H (-7.04, 3.49, -1.97)  0.53
H (-6.15, 2.38, -3.05)  0.36
H (-2.64, 3.40, -1.28)  -0.51
H (-2.91, 2.69, -2.87)  -0.40
C (3.20, 1.08, 5.64)  -1.37
C (3.30, -0.06, 6.66)  -0.91
C (1.94, -0.75, 6.81)  -0.62
S (0.74, 0.17, 5.71)  0.94
O (-0.53, 0.47, 6.42)  -1.00
O (0.66, -0.53, 4.46)  -0.41
C (1.81, 1.65, 5.55)  1.09
H (3.55, 0.86, 4.63)  0.32
H (3.82, 1.91, 5.99)  0.38
H (3.57, 0.29, 7.66)  0.39
H (4.14, -0.70, 6.40)  0.38
H (1.72, -0.51, 7.85)  0.50
H (1.91, -1.84, 6.78)  0.47
H (1.61, 2.42, 6.30)  0.78
H (1.57, 2.14, 4.60)  0.45
C (0.51, -2.22, 2.95)  1.98
C (0.17, -2.10, 4.43)  -0.13
C (-0.73, -3.22, 4.79)  -0.69
S (-0.20, -4.70, 3.95)  0.94
O (-1.35, -5.29, 3.22)  -0.62
O (0.64, -5.57, 4.79)  -0.81
C (0.93, -3.71, 2.74)  -1.65
H (1.24, -1.49, 2.60)  0.02
H (-0.35, -2.04, 2.30)  -0.59
H (-0.28, -1.13, 4.65)  0.17
H (1.05, -2.26, 5.04)  -0.26
H (-1.68, -2.94, 4.34)  -0.25
H (-0.76, -3.44, 5.86)  0.70
H (0.96, -4.21, 1.77)  0.55
H (1.92, -3.73, 3.20)  1.16
C (0.46, 4.65, 1.28)  0.45
C (-0.83, 3.84, 1.03)  -0.73
C (-1.55, 4.22, -0.27)  1.78
S (-1.18, 5.96, -0.45)  1.31
O (-2.06, 6.76, 0.35)  -0.81
O (-0.96, 6.30, -1.90)  -0.79
C (0.51, 5.85, 0.32)  -1.24
H (1.34, 4.02, 1.14)  -1.13
H (0.53, 5.01, 2.31)  -0.10
H (-1.46, 4.22, 1.84)  0.99
H (-0.71, 2.76, 1.12)  1.74
H (-2.61, 3.99, -0.26)  0.05
H (-1.11, 3.72, -1.13)  -0.03
H (0.72, 6.82, 0.78)  0.61
H (1.16, 5.59, -0.52)  0.24
C (1.19, 2.47, -1.56)  -1.65
C (0.97, 2.24, -0.06)  1.97
O (1.25, 0.84, 0.18)  1.24
P (2.47, 0.32, 1.13)  -0.52
O (2.53, 0.85, 2.50)  -1.29
O (2.43, -1.28, 1.07)  -0.39
C (2.31, -2.02, -0.14)  2.00
C (3.64, -2.40, -0.73)  -2.75
O (3.82, 0.64, 0.28)  -0.06
C (5.12, 0.59, 0.92)  0.27
C (5.98, 1.42, 0.07)  -1.54
H (0.80, 1.60, -2.09)  -1.76
H (0.83, 3.41, -1.98)  -0.04
H (2.26, 2.37, -1.76)  0.95
H (1.65, 2.87, 0.53)  0.85
H (-0.05, 2.50, 0.22)  -0.53
H (1.77, -2.97, -0.10)  0.12
H (1.70, -1.48, -0.86)  0.03
H (4.33, -1.57, -0.82)  0.25
H (4.26, -2.91, 0.01)  0.15
H (3.66, -2.86, -1.72)  0.26
H (5.10, 1.01, 1.93)  -0.20
H (5.43, -0.45, 0.95)  0.30
H (6.05, 1.00, -0.94)  0.29
H (5.72, 2.48, 0.07)  0.30
H (6.95, 1.40, 0.57)  0.48
C (2.26, -3.90, -0.43)  -0.34
C (3.57, -4.66, -0.68)  -0.89
O (3.36, -6.06, -0.63)  -0.58
P (3.09, -6.91, -2.05)  0.96
O (2.23, -6.08, -2.92)  -0.65
O (4.54, -7.32, -2.63)  -0.29
C (5.56, -7.91, -1.85)  -0.13
C (6.62, -8.47, -2.82)  -1.25
O (2.44, -8.31, -1.50)  -0.25
C (2.22, -9.27, -2.48)  -0.34
C (0.84, -9.89, -2.46)  -1.19
H (2.21, -2.88, -0.82)  0.30
H (1.45, -4.33, -1.02)  -0.49
H (1.97, -3.86, 0.62)  -0.76
H (3.86, -4.33, -1.68)  0.76
H (4.38, -4.41, 0.01)  0.41
H (6.04, -7.11, -1.29)  0.22
H (5.09, -8.57, -1.11)  0.41
H (7.27, -7.66, -3.17)  0.33
H (7.28, -9.17, -2.33)  0.35
H (6.15, -8.82, -3.74)  0.32
H (2.53, -9.02, -3.49)  0.47
H (2.83, -10.16, -2.32)  0.35
H (0.54, -10.64, -3.19)  0.36
H (0.85, -10.27, -1.44)  0.30
H (0.20, -9.01, -2.45)  0.23
C (0.68, 1.00, -8.22)  -1.29
C (-0.56, 0.90, -7.25)  0.61
O (-0.93, -0.50, -7.10)  -0.36
P (-0.43, -1.39, -5.87)  1.07
O (1.00, -1.16, -5.41)  -0.85
O (-1.55, -1.16, -4.73)  -0.43
C (-1.55, -1.98, -3.54)  1.13
C (-2.57, -3.12, -3.69)  -1.93
O (-0.74, -2.95, -6.36)  -0.24
C (-0.18, -3.41, -7.59)  -0.20
C (-0.74, -4.79, -7.94)  -1.31
H (0.42, 0.31, -9.03)  0.50
H (0.91, 2.00, -8.57)  0.31
H (1.61, 0.60, -7.81)  0.23
H (-0.43, 1.63, -6.44)  -0.68
H (-1.47, 1.34, -7.66)  0.71
H (-0.57, -2.39, -3.33)  -0.09
H (-1.67, -1.43, -2.61)  0.60
H (-2.28, -3.66, -4.59)  0.35
H (-2.57, -3.88, -2.91)  -0.14
H (-3.58, -2.71, -3.71)  0.41
H (-0.43, -2.63, -8.31)  0.23
H (0.89, -3.28, -7.41)  0.31
H (-1.82, -4.75, -8.02)  0.31
H (-0.37, -5.34, -8.81)  0.40
H (-0.59, -5.53, -7.15)  0.30
C (5.68, 4.97, 3.76)  -0.75
C (5.46, 4.46, 5.20)  -0.34
O (4.27, 3.67, 5.29)  -0.38
P (2.72, 4.16, 5.56)  1.21
O (2.24, 3.86, 6.95)  -0.93
O (1.84, 3.52, 4.31)  -1.77
C (2.47, 3.23, 3.07)  -0.02
C (1.33, 2.74, 2.23)  -0.26
O (2.91, 5.69, 5.16)  -0.26
C (1.90, 6.53, 4.94)  0.43
C (2.12, 7.43, 3.72)  -1.37
H (6.66, 5.41, 3.56)  0.47
H (5.55, 4.25, 2.96)  0.06
H (4.88, 5.67, 3.53)  0.09
H (6.30, 3.80, 5.39)  0.38
H (5.45, 5.24, 5.96)  0.34
H (3.13, 4.01, 2.69)  0.79
H (3.09, 2.34, 3.22)  -0.66
H (0.75, 1.93, 2.69)  -0.08
H (0.72, 3.63, 2.09)  -0.39
H (1.55, 2.38, 1.23)  -0.47
H (0.92, 6.05, 4.86)  0.16
H (1.87, 7.22, 5.78)  0.49
H (1.51, 8.34, 3.78)  0.47
H (3.12, 7.85, 3.73)  0.36
H (1.89, 6.95, 2.77)  0.23
C (-4.27, 0.33, 4.28)  -2.02
C (-3.22, 1.14, 3.50)  2.46
O (-3.32, 2.52, 3.85)  -0.40
P (-2.47, 3.59, 3.03)  -0.02
O (-2.58, 4.99, 3.47)  -0.84
O (-0.94, 3.09, 3.21)  0.00
C (-0.10, 3.67, 4.25)  -0.26
C (-0.36, 3.03, 5.65)  -1.57
O (-2.67, 3.30, 1.44)  0.58
C (-3.87, 3.52, 0.68)  0.26
C (-4.39, 4.97, 0.77)  -1.82
H (-4.13, -0.70, 3.95)  0.25
H (-4.05, 0.46, 5.34)  0.41
H (-5.31, 0.64, 4.21)  0.37
H (-2.21, 0.81, 3.76)  -0.83
H (-3.36, 0.87, 2.45)  -0.13
H (0.87, 3.32, 3.91)  -0.22
H (-0.18, 4.76, 4.27)  1.06
H (0.44, 3.25, 6.35)  0.45
H (-1.37, 3.13, 6.05)  0.68
H (-0.18, 1.98, 5.44)  0.00
H (-3.55, 3.28, -0.33)  -0.86
H (-4.55, 2.73, 1.00)  0.13
H (-3.58, 5.65, 0.50)  0.48
H (-5.33, 5.24, 0.27)  0.55
H (-4.57, 5.27, 1.80)  0.46
C (0.56, 3.77, -7.94)  -1.19
C (0.70, 4.18, -6.49)  -0.33
O (1.03, 3.04, -5.73)  -0.20
P (0.47, 2.79, -4.21)  0.30
O (0.10, 4.04, -3.42)  -0.65
O (-0.76, 1.77, -4.50)  0.88
C (-1.87, 1.88, -3.64)  -0.60
C (-2.67, 0.59, -3.68)  -0.72
O (1.58, 1.80, -3.56)  -0.08
C (2.02, 0.61, -4.22)  -1.22
C (1.64, -0.49, -3.34)  -0.66
H (0.24, 4.61, -8.55)  0.51
H (1.52, 3.48, -8.38)  0.28
H (-0.14, 2.94, -8.06)  0.34
H (1.32, 5.07, -6.57)  0.40
H (-0.23, 4.61, -6.12)  0.32
H (-1.70, 2.15, -2.60)  -1.00
H (-2.42, 2.71, -4.08)  1.33
H (-3.57, 0.47, -3.08)  -0.58
H (-3.05, 0.35, -4.68)  1.33
H (-1.96, -0.18, -3.36)  0.24
H (1.69, 0.56, -5.26)  0.33
H (3.10, 0.70, -4.19)  0.33
H (0.59, -0.53, -3.06)  -0.01
H (2.05, -1.41, -3.76)  1.47
H (2.24, -0.41, -2.44)  -0.61
C (0.47, -3.78, -1.81)  0.09
C (-0.01, -2.31, -2.09)  -1.35
O (0.31, -1.35, -1.10)  0.92
P (-0.74, -1.08, 0.08)  -1.34
O (-1.38, -2.25, 0.65)  -0.67
O (0.05, -0.12, 1.16)  0.83
C (-0.71, 0.28, 2.35)  -0.52
C (0.23, 0.68, 3.51)  -0.25
O (-1.80, -0.05, -0.68)  0.61
C (-1.46, 0.95, -1.60)  0.69
C (-1.80, 2.34, -0.84)  -1.75
H (1.56, -3.78, -1.85)  0.84
H (0.14, -4.14, -0.84)  -1.04
H (0.04, -4.45, -2.55)  0.66
H (0.44, -1.99, -3.03)  0.09
H (-1.09, -2.38, -2.20)  -0.12
H (-1.48, 1.03, 2.23)  0.76
H (-1.26, -0.62, 2.61)  0.86
H (0.28, 1.77, 3.38)  0.15
H (0.00, 0.54, 4.57)  -1.85
H (1.25, 0.33, 3.34)  1.21
H (-0.41, 0.83, -1.87)  0.27
H (-2.06, 0.85, -2.50)  -0.71
H (-1.06, 2.46, -0.05)  -1.09
H (-1.79, 3.18, -1.53)  0.35
H (-2.76, 2.32, -0.34)  0.17